# 1
Formula: C5H17NO6
Source: the Open Molecules 2025 dataset
Level of theory: the ωB97M-V functional and the def2-TZVPD basis

- SMILES string: NC(=O)CCCC=O.O.O.O.O
- LUMO: 0.38 eV
- 2S+1: 1
- Gap between HOMO and LUMO: 9.89 eV
- Molar mass: 187.192 g/mol

The geometry in XYZ format:
```
29
Properties=species:S:1:pos:R:3:forces:R:3
H -2.02941 -0.74157 0.91470 0.866 0.433 0.245
C -0.41085 -0.40955 -1.66851 -1.005 2.985 1.754
H -1.08919 2.92726 1.39560 -0.188 -0.181 -0.051
H -2.17363 2.46712 -0.71305 0.111 0.063 -0.586
H 0.65610 -2.73858 -2.17340 0.067 0.337 -0.123
O -1.75450 -1.99507 -0.30701 0.109 1.307 0.123
H -1.80750 3.42218 -1.83864 -0.132 -0.232 -0.115
C -0.84282 -1.70547 -1.08276 0.209 -2.349 -0.797
O -2.43081 -0.04005 1.48873 -0.540 -1.559 -0.775
H 0.33544 0.42747 0.75573 0.147 -0.447 0.058
C 1.03045 -0.03062 -1.33299 1.342 -1.490 1.959
N -0.13160 -2.77339 -1.55731 -0.085 -0.047 0.183
O 3.52105 0.95159 0.27441 0.052 -0.466 -0.221
H -1.95147 1.59142 1.37089 0.008 0.255 -0.272
O 2.89545 -1.35316 3.24080 0.484 0.202 -0.407
O -2.15703 2.53190 -1.69899 0.069 0.238 0.283
O -1.79838 2.46250 0.93644 0.153 0.090 0.600
H 2.47479 -2.11707 2.83207 -0.161 0.017 0.625
H -3.30702 -0.35775 1.20988 -0.447 0.932 0.680
H -0.41626 -3.67746 -1.22231 -0.004 -0.028 0.028
H -0.96204 0.46247 -1.16381 0.158 -1.464 -0.698
H -0.72020 -0.25842 -2.70262 0.338 -0.620 -0.151
H 1.46993 0.59107 -2.08717 0.264 0.276 -0.306
H 2.58336 -1.19674 4.13252 -0.329 -0.428 0.051
H 1.12574 1.73933 -0.08210 -0.212 0.291 -0.003
H 2.44772 -0.32381 1.49332 0.929 0.027 -0.731
C 1.15001 0.66461 0.07342 0.241 0.924 -1.603
H 1.76655 -0.88189 -1.09397 -1.289 0.419 -1.515
C 2.52612 0.36168 0.60614 -1.158 0.514 1.764
```
Positions in Å, forces in eV/Å.

Charges in e, computed with Löwdin, in the same order as the atoms:
1 H 0.014
2 C -0.113
3 H 0.061
4 H -0.017
5 H 0.102
6 O 0.025
7 H 0.031
8 C -0.497
9 O -0.079
10 H 0.102
11 C -0.164
12 N 0.164
13 O 0.068
14 H 0.009
15 O -0.058
16 O -0.100
17 O -0.078
18 H 0.045
19 H 0.074
20 H 0.110
21 H 0.117
22 H 0.132
23 H 0.110
24 H 0.044
25 H 0.114
26 H 0.099
27 C -0.152
28 H 0.122
29 C -0.286

---

# 2
Formula: C22H66O11
Source: the Open Molecules 2025 dataset
Level of theory: the ωB97M-V functional and the def2-TZVPD basis

- LUMO: 0.21 eV
- 2S+1: 1
- Gap between HOMO and LUMO: 5.15 eV
- Molar mass: 506.759 g/mol

The geometry in XYZ format:
```
99
Properties=species:S:1:pos:R:3:forces:R:3
O -3.42541 0.36529 -2.25646 -1.598 -2.133 -0.225
O -3.40499 1.45413 2.41169 1.321 0.370 -0.672
H -5.68699 0.74042 -3.68389 -3.823 -7.247 -2.790
H -3.17385 5.00296 -0.11554 -6.225 3.715 -4.154
H -0.12037 0.69075 -4.79135 -0.908 -0.626 -3.286
H -3.29150 -0.50355 0.91883 2.180 0.667 -0.527
H -3.26637 1.35865 -4.10436 0.647 -1.062 -0.600
H -1.95948 -0.12214 3.91531 1.038 -2.279 -0.427
H 1.04144 2.96649 -4.36328 -2.686 -0.649 0.362
H 3.30576 -2.91874 2.18776 0.893 2.129 2.501
H 1.02181 1.31156 -1.37999 -0.660 -1.307 0.937
C 3.62330 3.93496 -1.59575 -0.675 0.091 1.148
H -3.45475 2.25822 -2.85617 2.040 5.452 2.881
H -5.49564 2.34567 -3.99995 -0.002 0.385 -0.295
H 1.90206 0.88715 2.74235 -0.186 -0.453 0.331
H -0.98855 -1.94489 0.51107 6.931 1.170 0.700
O -2.25301 -6.85845 0.92819 0.111 1.490 -0.992
C 0.08198 1.02577 -3.85506 0.699 0.556 1.271
H -1.73717 5.20351 0.39333 2.360 1.094 -0.168
C -2.52855 4.54058 0.37757 3.825 -4.652 5.655
H 0.88673 -1.26207 0.94479 -5.494 5.111 -1.172
O 3.20358 -1.09859 -1.01953 -1.409 3.016 -3.005
H 4.06853 -2.57445 0.49664 3.486 -2.422 2.928
H 2.93888 4.69964 -2.05710 0.977 -1.127 -1.173
C 3.18024 -2.22214 -0.12319 12.908 1.212 -10.810
O -3.29781 2.37123 -0.17941 0.323 4.112 6.497
O -1.55074 -1.29790 1.72601 -9.813 -1.779 7.517
C -1.84011 -1.32706 -0.57969 -2.391 -0.541 -0.026
H 1.61758 -2.28627 -0.29621 -13.955 5.905 -0.046
O 0.95946 -2.59070 1.81618 2.178 -4.012 3.630
C -1.58538 -6.42864 -0.32136 1.431 -3.165 0.456
H 2.62907 -0.38953 -0.59297 0.952 -0.626 -1.207
C -2.33847 1.74607 3.34566 -2.694 2.088 1.618
H -0.78715 -7.31998 -0.40550 -1.526 1.939 -0.761
H 3.46913 -1.69830 0.76862 3.808 9.685 -0.142
H 3.42645 4.43753 -0.60517 1.011 -1.364 -0.066
H 1.13854 0.76335 -3.80985 -0.132 -0.775 1.181
H 0.21478 -1.01797 -1.42290 0.431 0.196 -0.286
H -2.75073 -7.66175 0.77248 0.006 -0.126 -0.241
C -3.73908 1.38242 -3.13328 -3.112 -3.667 -4.364
C -5.25538 1.50332 -3.37545 4.503 7.295 4.874
H -2.20993 -0.89716 -1.38676 -2.421 1.621 -3.750
C -2.14413 -0.49566 0.67686 -5.228 -1.296 -0.805
H 0.62659 0.14596 3.85191 1.653 1.561 -0.252
O 0.28853 2.83143 -2.47329 -1.189 4.457 2.876
C 2.66713 0.06557 4.56371 -6.738 5.943 5.195
C -0.07835 -0.30398 -0.61300 3.804 5.423 -5.057
H -3.10352 0.52028 4.91205 -2.532 -0.201 1.641
H -0.87299 2.78616 -4.10388 -2.536 1.871 -1.295
O 1.04076 0.58867 -0.68876 0.514 1.996 0.650
C -2.20349 3.19380 -0.29975 -0.075 1.677 4.693
H 0.00463 3.83378 -2.32216 1.214 -3.199 -0.173
H -0.17510 -5.04324 0.77564 1.256 -0.865 -0.484
C 0.06630 2.55796 -3.79176 4.334 -2.484 -1.225
H 2.70720 -0.82788 4.28892 -0.587 -8.027 -2.052
H -5.53373 1.76576 -2.32754 -0.888 -0.257 -0.790
H 2.10680 -1.11831 0.88117 1.201 2.159 0.261
H 3.33236 -3.88886 0.97333 -1.854 -6.006 0.330
H 2.63825 -0.64515 6.49002 -0.125 0.727 -0.620
H 5.69522 4.77654 -1.70259 -0.698 -0.159 -0.377
H 0.25120 -2.02264 1.81319 -2.653 0.775 1.296
H -1.52595 0.41560 0.57843 -2.249 0.359 0.488
C -0.17201 -0.96699 0.65793 8.003 1.539 0.948
H -2.29485 -6.43051 -1.27155 1.368 0.215 2.093
H -1.16955 -0.07069 -0.99697 4.180 3.333 -0.152
C 4.23076 -3.38677 -0.61128 3.970 5.808 -7.680
H 5.31742 -2.83563 -0.31428 -1.957 -1.900 -0.421
H -0.69975 0.48403 -3.24936 1.297 0.802 0.137
H 5.67917 3.06619 -1.44730 -0.918 0.274 0.162
H 3.22016 2.86791 -1.61144 0.081 1.688 0.018
C 5.11899 3.86328 -1.99645 0.196 0.561 2.049
H -0.44245 -4.86575 -1.16895 -0.140 0.398 2.137
H -1.88395 3.44082 -1.20304 0.595 0.610 -4.720
H -3.42662 1.90041 -0.87542 -1.208 -5.129 -6.775
H -0.73059 -0.35699 1.56469 6.262 1.342 -2.065
C 3.18261 -2.94165 1.16844 -6.295 -5.856 7.871
H -2.69966 2.72509 3.85286 1.259 -1.000 -0.863
C -2.21585 0.71888 4.45842 3.373 2.588 -0.191
H 6.09654 3.79876 -3.59352 2.295 0.454 -0.916
C 1.58695 0.83439 3.80779 -0.973 -5.065 -1.760
H -2.27022 -1.79896 2.03743 -3.075 -1.602 2.144
H -1.38627 1.82624 2.86965 0.697 0.413 -0.533
H -4.08789 -0.39561 -2.45180 1.845 1.806 0.681
H 2.15635 -2.60997 -0.24030 11.607 -8.377 -5.290
H 3.88731 -4.29950 -0.27838 -0.003 -1.971 0.216
H 1.30405 1.79441 3.97220 -0.382 2.855 1.615
H 3.53004 0.37573 4.36541 7.270 3.369 -1.520
C -0.80150 -5.11389 -0.10269 -3.180 0.373 -0.457
H -1.59708 -4.43165 0.38136 0.721 -0.196 -1.726
H 4.27921 -3.28682 -1.79869 0.233 -0.691 2.275
C 1.83690 -2.10960 0.80285 -5.621 -6.537 10.071
H -2.30998 -2.20417 -0.55440 -2.100 -4.267 0.701
H -2.81635 4.52766 1.49336 0.110 -0.595 -1.713
H -0.67713 -1.39401 -0.66991 -5.944 -4.903 -2.709
O 5.24100 3.57933 -3.34041 -2.290 -0.443 -0.853
H -3.17718 1.90850 1.54028 -0.763 -0.962 1.490
H -1.35665 1.07460 5.20604 -1.963 -1.008 -1.569
H -1.30119 2.79237 0.12376 0.426 -0.729 0.733
O 2.49362 0.21541 6.04478 0.052 -0.947 -1.035
```
Positions in Å, forces in eV/Å.

Charges in e, computed with Löwdin, in the same order as the atoms:
1 O -0.076
2 O -0.126
3 H -0.015
4 H -0.012
5 H 0.032
6 H 0.182
7 H 0.116
8 H 0.017
9 H 0.170
10 H 0.152
11 H 0.082
12 C -0.092
13 H 0.041
14 H 0.090
15 H 0.081
16 H 0.177
17 O -0.129
18 C -0.068
19 H 0.054
20 C -0.020
21 H 0.037
22 O -0.026
23 H 0.038
24 H 0.072
25 C -0.718
26 O 0.010
27 O -0.191
28 C -0.233
29 H 0.172
30 O -0.002
31 C -0.312
32 H 0.079
33 C -0.311
34 H 0.132
35 H 0.097
36 H 0.076
37 H 0.092
38 H 0.169
39 H 0.062
40 C -0.330
41 C -0.013
42 H 0.032
43 C -0.184
44 H 0.106
45 O -0.136
46 C -0.222
47 C -0.372
48 H 0.036
49 H 0.066
50 O -0.068
51 C -0.270
52 H 0.167
53 H 0.057
54 C -0.328
55 H 0.033
56 H 0.109
57 H 0.130
58 H 0.039
59 H 0.081
60 H 0.113
61 H -0.010
62 H 0.120
63 C -0.290
64 H 0.133
65 H 0.125
66 C 0.005
67 H 0.178
68 H 0.096
69 H 0.116
70 H 0.084
71 C -0.354
72 H 0.106
73 H 0.050
74 H -0.044
75 H 0.141
76 C -0.151
77 H 0.129
78 C -0.080
79 H 0.048
80 C -0.043
81 H 0.111
82 H 0.086
83 H 0.172
84 H 0.016
85 H 0.044
86 H 0.028
87 H 0.037
88 C -0.111
89 H 0.083
90 H 0.130
91 C -0.305
92 H 0.085
93 H 0.123
94 H 0.033
95 O -0.053
96 H 0.052
97 H 0.135
98 H 0.115
99 O -0.085

---

# 3
Formula: C48H48N2O2P2PtS3
Source: the Open Molecules 2025 dataset
Level of theory: the ωB97M-V functional and the def2-TZVPD basis

- LUMO: -5.38 eV
- 2S+1: 1
- Gap between HOMO and LUMO: 7.53 eV
- Net charge: +2
- Molar mass: 1038.151 g/mol

The geometry in XYZ format:
```
106
Properties=species:S:1:pos:R:3:forces:R:3
H 1.07977 1.63034 -3.82604 0.023 -0.003 0.035
C -1.35210 0.13485 5.43546 -0.006 -0.015 0.010
H -0.61433 1.96891 4.58510 -0.013 -0.001 -0.007
C -5.12956 -1.22577 0.58720 0.012 0.010 0.005
O 0.76580 2.22571 2.21596 0.009 0.008 0.030
H 3.37522 -3.16863 -0.53165 -0.007 0.012 0.042
H -5.73437 1.07495 -2.15307 0.013 0.005 -0.009
C -4.48673 0.74572 -3.86663 0.018 -0.002 -0.017
S -0.40488 1.48029 1.76225 0.048 -0.086 0.019
C 0.46055 -5.75666 1.87793 -0.016 -0.015 -0.014
O 2.56118 0.58540 -0.02969 0.034 -0.166 0.093
C 4.24131 -1.98983 2.28991 -0.029 -0.004 -0.054
C -1.67614 2.67878 1.43338 0.009 0.050 0.056
H -2.25137 -4.18977 0.59928 0.008 -0.015 0.033
C 1.44504 0.67088 -4.19203 0.019 0.015 -0.042
C 2.19577 4.26361 -2.32812 0.004 -0.003 0.001
H 4.80928 -1.97303 -2.39622 0.006 -0.010 -0.008
H -3.78747 5.75894 0.55680 0.001 -0.009 0.001
N 2.70896 -1.94963 -2.07097 0.070 0.000 0.028
C -2.54178 4.19392 -0.20226 -0.019 -0.019 -0.020
C 1.35989 3.36362 -1.68497 0.013 -0.006 -0.005
C -0.95996 0.96091 4.39408 0.009 0.017 -0.041
C 2.42373 -2.85202 -0.95677 -0.064 0.045 -0.058
H -1.35447 0.51354 6.44886 0.000 -0.003 -0.007
H -5.30581 0.43944 -4.50418 0.009 0.000 0.004
C -1.66996 -1.69247 3.89355 0.001 -0.008 0.006
H 1.34100 -2.50661 2.24467 0.060 0.001 -0.019
Pt -0.17693 0.22227 -0.06803 0.003 0.233 -0.050
H -2.25035 3.04884 3.48163 0.015 -0.012 0.006
C 1.23122 -4.64903 2.21389 -0.001 0.002 -0.012
H -1.14330 1.22467 -3.95415 -0.003 0.013 -0.020
H 2.19847 -4.78193 2.67996 0.002 0.019 0.005
C -0.78867 -5.58790 1.30040 0.025 -0.030 -0.010
C -1.28310 -0.87724 2.83453 0.016 0.130 -0.001
H 3.55333 1.64517 -3.01866 -0.002 0.006 -0.002
H 3.12935 -2.55895 5.43470 0.011 0.010 -0.004
H 0.61509 0.02207 -4.45373 -0.026 0.019 0.038
C 3.25407 -2.06384 4.48041 -0.023 -0.029 -0.034
C 0.75528 -3.37447 1.95958 -0.015 0.008 0.034
H -2.99695 0.49964 -5.39391 -0.004 0.001 0.009
C -2.33350 3.35980 2.45079 0.001 -0.029 -0.008
H -1.39215 -6.45037 1.05053 0.003 0.009 0.000
C -3.86443 -1.15473 1.15778 -0.005 0.003 -0.001
H -3.89406 1.78152 -0.70529 0.014 0.023 0.024
P -0.98955 2.07209 -1.19491 0.018 -0.012 -0.111
H 2.03808 0.84991 -5.08974 0.008 -0.007 0.008
C -0.49632 -3.20156 1.36556 0.021 -0.035 0.073
H 1.83540 -2.34033 -0.20312 0.043 0.029 0.029
C 3.65170 0.56368 -3.12135 -0.008 -0.003 0.004
H 2.38334 5.69672 -3.91287 -0.007 -0.006 0.002
H 1.72824 2.76189 -0.85877 -0.005 0.008 -0.012
C 1.87004 -0.98406 -2.43334 0.216 0.027 0.045
H 3.91214 -3.40692 -2.92131 -0.003 0.001 -0.005
H 2.27189 0.72848 2.81762 -0.055 -0.031 -0.019
H -5.98855 -0.87058 1.14141 0.006 -0.003 -0.002
C 1.72640 4.99934 -3.40954 0.011 0.002 0.001
H 1.87176 -3.73035 -1.29487 0.017 -0.013 -0.012
C 2.58761 -0.86932 4.22627 -0.029 0.007 0.001
C -5.29035 -1.76226 -0.67985 -0.010 -0.025 -0.018
H -1.90642 -2.73390 3.71218 -0.002 0.001 -0.002
C -1.27339 -4.31217 1.04527 0.028 0.032 -0.051
C -3.10817 4.45885 2.12235 -0.015 0.008 0.016
H -3.63357 4.99379 2.90186 0.003 0.001 -0.006
C 3.57665 -0.79466 2.05135 0.007 -0.061 0.032
C -2.38570 1.57343 -2.23593 0.069 0.033 -0.111
C -1.78143 3.06955 0.10597 -0.066 0.035 -0.029
H -3.75147 -0.74286 2.15310 -0.008 -0.002 -0.011
C -3.19146 0.78122 -4.36726 -0.023 -0.015 -0.010
H -2.01885 -1.82333 6.00095 -0.002 0.004 -0.007
H 5.65280 1.08769 1.63535 -0.025 -0.007 -0.005
H 3.21570 4.39263 -1.98836 -0.009 0.000 -0.001
H 4.24606 0.34877 -4.01071 -0.017 -0.012 -0.003
C 3.88527 -2.31993 -2.86022 -0.009 0.036 0.037
C 2.75376 -0.22139 3.01180 0.008 0.044 0.045
H 4.61382 -3.54224 3.72250 -0.004 0.009 -0.003
H 4.09616 1.97812 1.77998 0.024 0.011 0.003
C -0.96769 0.45192 3.10115 0.023 -0.090 0.034
H 4.88518 -2.41741 1.52963 0.001 0.005 0.014
C -4.18687 -2.22546 -1.38784 -0.011 0.008 0.002
C 0.41727 4.84646 -3.84775 -0.022 -0.007 0.009
H -4.31394 -2.64513 -2.37707 0.008 0.002 0.002
C -3.68388 1.51524 -1.73292 -0.001 -0.060 0.039
H 0.05671 5.42138 -4.69036 0.000 -0.006 0.006
C 0.04184 3.21910 -2.12038 0.031 -0.064 0.002
C -1.72014 -1.18197 5.18241 0.013 0.008 0.013
C -3.19763 4.88589 0.80206 0.000 0.003 -0.011
H 4.15429 0.17876 -2.24111 0.002 -0.003 -0.006
H -1.45089 3.83552 -3.54708 0.010 0.019 -0.004
C 4.08481 -2.62053 3.51768 -0.016 -0.005 0.022
H 0.83263 -6.75373 2.07440 -0.003 0.011 0.006
P -1.08566 -1.51220 1.13911 -0.061 -0.143 0.071
C -2.75881 -1.62506 0.45561 0.000 -0.045 0.040
S 3.85636 0.01136 0.48721 0.005 0.117 -0.048
H -2.06943 -2.53047 -1.37881 -0.023 0.015 0.000
C -2.14667 1.18986 -3.55601 -0.004 0.003 0.025
N 2.30435 0.00905 -3.21666 -0.123 -0.135 0.028
H 3.80511 -1.91844 -3.86526 -0.003 0.011 -0.012
H 5.03260 2.03848 0.25529 0.001 0.005 0.012
H 1.94962 -0.43215 4.98490 0.018 -0.007 -0.008
H -6.27757 -1.82673 -1.11903 0.005 0.002 0.008
H -2.62954 4.52092 -1.23127 -0.004 -0.004 0.006
C 4.75845 1.42647 1.11332 0.013 0.035 -0.027
C -4.72820 1.10641 -2.55042 0.006 0.015 0.045
S 0.18002 -1.16271 -1.99591 -0.257 0.022 -0.177
C -0.43170 3.95932 -3.20188 0.020 0.048 0.003
C -2.92413 -2.15540 -0.82668 -0.034 0.009 -0.010
```
Positions in Å, forces in eV/Å.

Löwdin atomic charge list, values in e, 99 entries:
1 H 0.069
2 C -0.032
3 H 0.124
4 C -0.059
5 O -0.387
6 H 0.095
7 H 0.115
8 C -0.055
9 S 0.751
10 C -0.050
11 O -0.585
12 C -0.088
13 C -0.334
14 H 0.104
15 C -0.039
16 C -0.066
17 H 0.099
18 H 0.124
19 N -0.174
20 C -0.049
21 C -0.096
22 C -0.061
23 C -0.069
24 H 0.124
25 H 0.116
26 C -0.045
27 H 0.086
28 Pt 0.543
29 H 0.108
30 C -0.054
31 H 0.075
32 H 0.104
33 C -0.051
34 C -0.346
35 H 0.094
36 H 0.117
37 H 0.070
38 C -0.055
39 C -0.103
40 H 0.116
41 C -0.032
42 H 0.117
43 C -0.069
44 H 0.109
45 P 0.931
46 H 0.109
47 C -0.354
48 H 0.032
49 C -0.030
50 H 0.116
51 H 0.083
52 C -0.659
53 H 0.107
54 H 0.083
55 H 0.115
56 C -0.051
57 H 0.108
58 C -0.055
59 C -0.068
60 H 0.126
61 C -0.061
62 C -0.028
63 H 0.124
64 C -0.406
65 C -0.351
66 C -0.343
67 H 0.105
68 C -0.050
69 H 0.123
70 H 0.074
71 H 0.113
72 H 0.105
73 C -0.013
74 C -0.076
75 H 0.117
76 H 0.067
77 C -0.352
78 H 0.111
79 C -0.057
80 C -0.051
81 H 0.118
82 C -0.076
83 H 0.117
84 C -0.368
85 C -0.025
86 C -0.024
87 H 0.055
88 H 0.111
89 C -0.071
90 H 0.116
91 P 0.911
92 C -0.363
93 S 0.919
94 H 0.066
95 C -0.107
96 N -0.165
97 H 0.098
98 H 0.058
99 H 0.111